Arrangement w

The following is a DFT calculation (the ωB97M-V functional and the def2-TZVPD basis) of a cluster of 2 separate species, C14H16 in total.

Last columns: bonded neighbours and bond lengths (Å).
CARTESIAN COORDINATES (ANGSTROEM)
1 C 1.049 -2.943 0.198  C2 1.533, H8 1.103, H9 1.083, H10 1.085
2 C 0.805 -1.883 -0.881  C1 1.533, C3 1.436, C7 1.371
3 C 1.973 -1.139 -1.260  C2 1.436, C4 1.371, H11 1.079
4 C 1.759 0.018 -1.964  C3 1.371, C5 1.403, H12 1.095
5 C 0.473 0.322 -2.436  C4 1.403, C6 1.375, H13 1.082
6 C -0.556 -0.574 -2.274  C5 1.375, C7 1.411, H14 1.090
7 C -0.456 -1.649 -1.365  C2 1.371, C6 1.411, H15 1.083
8 H 2.040 -2.829 0.669  C1 1.103
9 H 0.992 -3.936 -0.231  C1 1.083
10 H 0.424 -2.664 1.040  C1 1.085
11 H 2.862 -1.666 -0.949  C3 1.079
12 H 2.555 0.708 -2.261  C4 1.095
13 H 0.383 1.254 -2.980  C5 1.082
14 H -1.416 -0.409 -2.923  C6 1.090
15 H -1.306 -2.282 -1.143  C7 1.083
16 C -2.854 1.401 0.311  C17 1.500, H23 1.090, H24 1.094, H25 1.101
17 C -1.538 1.233 1.010  C16 1.500, C18 1.422, C22 1.375
18 C -0.741 2.394 1.207  C17 1.422, C19 1.375, H26 1.102
19 C 0.451 2.318 1.890  C18 1.375, C20 1.378, H27 1.066
20 C 0.907 1.054 2.196  C19 1.378, C21 1.411, H28 1.089
21 C 0.232 -0.132 1.840  C20 1.411, C22 1.376, H29 1.079
22 C -1.060 -0.001 1.385  C17 1.375, C21 1.376, H30 1.082
23 H -3.568 1.917 0.952  C16 1.090
24 H -3.341 0.427 0.207  C16 1.094
25 H -2.737 1.807 -0.706  C16 1.101
26 H -1.298 3.246 0.785  C18 1.102
27 H 1.079 3.156 2.088  C19 1.066
28 H 1.699 0.930 2.934  C20 1.089
29 H 0.738 -1.073 1.991  C21 1.079
30 H -1.715 -0.860 1.340  C22 1.082

The calculation puts the HOMO energy at -8.57 eV. Its SMILES is Cc1ccccc1.Cc1ccccc1. As for the charge: 0. The LUMO energy comes out at 0.98 eV. The spin multiplicity is 1. For the frontier orbital gap, the calculation gives 9.55 eV.

Atomic partial charges in e from the Mulliken method, atoms 1 to 6: atom 1 (C): -1.63, atom 2 (C): 0.90, atom 3 (C): -0.59, atom 4 (C): -0.47, atom 5 (C): -0.49, atom 6 (C): -0.49

***

Arrangement x

The following is a DFT calculation (the ωB97M-V functional and the def2-TZVPD basis) of a cluster of 2 separate species, C14H16 in total.

Last columns: bonded neighbours and bond lengths (Å).
CARTESIAN COORDINATES (ANGSTROEM)
1 C 1.799 1.456 0.056  C2 1.499, H8 1.099, H9 1.094, H10 1.090
2 C 1.901 0.462 1.172  C1 1.499, C3 1.400, C7 1.393
3 C 0.769 -0.192 1.672  C2 1.400, C4 1.402, H11 1.081
4 C 1.013 -1.431 2.281  C3 1.402, C5 1.392, H12 1.085
5 C 2.290 -1.976 2.381  C4 1.392, C6 1.390, H13 1.081
6 C 3.382 -1.152 2.131  C5 1.390, C7 1.393, H14 1.083
7 C 3.173 0.132 1.635  C2 1.393, C6 1.393, H15 1.083
8 H 2.274 1.149 -0.887  C1 1.099
9 H 2.355 2.388 0.196  C1 1.094
10 H 0.769 1.617 -0.261  C1 1.090
11 H -0.154 0.240 1.311  C3 1.081
12 H 0.125 -1.997 2.543  C4 1.085
13 H 2.402 -3.044 2.502  C5 1.081
14 H 4.405 -1.382 2.400  C6 1.083
15 H 4.025 0.758 1.399  C7 1.083
16 C -1.924 2.395 -0.993  C17 1.502, H23 1.091, H24 1.090, H25 1.091
17 C -2.038 0.916 -1.231  C16 1.502, C18 1.390, C22 1.417
18 C -2.731 0.011 -0.435  C17 1.390, C19 1.401, H26 1.087
19 C -2.826 -1.368 -0.664  C18 1.401, C20 1.383, H27 1.083
20 C -2.182 -1.866 -1.781  C19 1.383, C21 1.395, H28 1.083
21 C -1.454 -0.982 -2.577  C20 1.395, C22 1.368, H29 1.085
22 C -1.347 0.359 -2.336  C17 1.417, C21 1.368, H30 1.081
23 H -2.064 2.586 0.072  C16 1.091
24 H -2.629 2.906 -1.648  C16 1.090
25 H -0.928 2.784 -1.209  C16 1.091
26 H -3.075 0.520 0.462  C18 1.087
27 H -3.448 -1.802 0.110  C19 1.083
28 H -2.157 -2.946 -1.860  C20 1.083
29 H -0.950 -1.480 -3.399  C21 1.085
30 H -0.773 0.939 -3.044  C22 1.081

The calculation puts the HOMO energy at -8.69 eV. Its SMILES is Cc1ccccc1.Cc1ccccc1. As for the charge: 0. The LUMO energy comes out at 0.92 eV. The spin multiplicity is 1. For the frontier orbital gap, the calculation gives 9.61 eV.

Atomic partial charges in e from the Mulliken method, atoms 1 to 6: atom 1 (C): -0.91, atom 2 (C): 0.80, atom 3 (C): -0.49, atom 4 (C): -0.23, atom 5 (C): -0.56, atom 6 (C): -0.23

***

Arrangement y

The following is a DFT calculation (the ωB97M-V functional and the def2-TZVPD basis) of a cluster of 2 separate species, C14H16 in total.

Last columns: bonded neighbours and bond lengths (Å).
CARTESIAN COORDINATES (ANGSTROEM)
1 C 2.903 -4.038 -0.874  C2 1.618, H8 1.136, H9 1.172, H10 1.126
2 C 2.564 -2.456 -0.915  C1 1.618, C3 1.429, C7 1.395
3 C 1.853 -1.759 0.109  C2 1.429, C4 1.430, H11 1.191
4 C 2.120 -0.359 0.232  C3 1.430, C5 1.451, H12 1.002
5 C 2.566 0.282 -0.991  C4 1.451, C6 1.402, H13 1.159
6 C 3.016 -0.427 -2.113  C5 1.402, C7 1.387, H14 1.059
7 C 3.044 -1.813 -2.056  C2 1.395, C6 1.387, H15 1.192
8 H 2.388 -4.455 -1.798  C1 1.136
9 H 2.880 -4.433 0.229  C1 1.172
10 H 3.927 -4.371 -1.202  C1 1.126
11 H 1.294 -2.264 1.031  C3 1.191
12 H 1.884 0.054 1.114  C4 1.002
13 H 2.473 1.433 -1.087  C5 1.159
14 H 3.238 0.028 -3.043  C6 1.059
15 H 3.321 -2.446 -3.027  C7 1.192
16 C -1.353 3.065 2.252  C17 1.563, H23 1.084, H24 1.186, H25 1.044
17 C -2.127 2.144 1.255  C16 1.563, C18 1.362, C22 1.437
18 C -3.443 2.172 1.605  C17 1.362, C19 1.462, H26 1.149
19 C -4.423 1.403 0.840  C18 1.462, C20 1.338, H27 1.049
20 C -3.935 0.590 -0.103  C19 1.338, C21 1.444, H28 1.017
21 C -2.512 0.550 -0.350  C20 1.444, C22 1.324, H29 1.157
22 C -1.588 1.314 0.212  C17 1.437, C21 1.324, H30 1.087
23 H -1.578 4.071 1.917  C16 1.084
24 H -0.180 2.941 2.375  C16 1.186
25 H -1.714 2.694 3.159  C16 1.044
26 H -3.734 2.929 2.419  C18 1.149
27 H -5.463 1.532 0.793  C19 1.049
28 H -4.702 0.126 -0.582  C20 1.017
29 H -2.141 -0.035 -1.277  C21 1.157
30 H -0.578 1.531 -0.126  C22 1.087

The calculation puts the HOMO energy at -8.69 eV. Its SMILES is Cc1ccccc1.Cc1ccccc1. As for the charge: 0. The LUMO energy comes out at 0.91 eV. The spin multiplicity is 1. For the frontier orbital gap, the calculation gives 9.60 eV.

Atomic partial charges in e from the Mulliken method, atoms 1 to 6: atom 1 (C): -1.18, atom 2 (C): 0.67, atom 3 (C): -0.40, atom 4 (C): -0.79, atom 5 (C): -0.15, atom 6 (C): -0.50

***

Least stable = arrangement y

***

Arrangement w

The following is a DFT calculation (the ωB97M-V functional and the def2-TZVPD basis) of a cluster of 2 separate species, C2H6N3O2 in total.

Last columns: bonded neighbours and bond lengths (Å).
CARTESIAN COORDINATES (ANGSTROEM)
1 N -0.532 -0.216 -0.824  C2 1.373, H5 1.056, H6 1.002
2 C -0.215 1.100 -0.596  N1 1.373, N3 1.415, N4 1.274
3 N -0.808 1.983 -1.529  C2 1.415, H7 1.004, H8 0.997
4 N 0.592 1.589 0.259  C2 1.274, H9 1.024
5 H -0.066 -1.018 -0.320  N1 1.056
6 H -0.906 -0.392 -1.737  N1 1.002
7 H -1.787 1.825 -1.689  N3 1.004
8 H -0.634 2.912 -1.215  N3 0.997
9 H 0.892 0.838 0.887  N4 1.024
10 O 0.308 -2.447 0.603  C11 1.259
11 C 0.862 -2.149 1.693  O10 1.259, O12 1.241, H13 1.113
12 O 1.090 -1.019 2.150  C11 1.241
13 H 1.204 -3.005 2.317  C11 1.113

The calculation puts the HOMO energy at -4.66 eV. As for the charge: -1. The LUMO energy comes out at 4.10 eV. The spin multiplicity is 1. For the frontier orbital gap, the calculation gives 8.76 eV.

Atomic partial charges in e from the Mulliken method, atoms 1 to 6: atom 1 (N): -0.32, atom 2 (C): 0.49, atom 3 (N): -0.58, atom 4 (N): -0.84, atom 5 (H): 0.21, atom 6 (H): 0.20

***

Arrangement x

The following is a DFT calculation (the ωB97M-V functional and the def2-TZVPD basis) of a cluster of 2 separate species, C2H6N3O2 in total.

Last columns: bonded neighbours and bond lengths (Å).
CARTESIAN COORDINATES (ANGSTROEM)
1 C 1.011 1.025 -1.984  H8 1.105, H9 1.126, H10 1.156, H12 1.056
2 C 0.475 -1.259 0.569  N4 1.287, H11 1.091, H13 1.129
3 N -0.642 0.432 1.606  N4 1.313, N5 1.285
4 N 0.470 -0.176 1.263  C2 1.287, N3 1.313
5 N -1.735 -0.143 1.961  N3 1.285, O6 1.237, O7 1.275
6 O -1.916 -1.367 1.985  N5 1.237
7 O -2.721 0.602 2.275  N5 1.275
8 H 0.805 0.328 -2.817  C1 1.105
9 H 1.137 2.082 -2.353  C1 1.126
10 H 0.086 0.940 -1.295  C1 1.156
11 H -0.288 -1.795 0.001  C2 1.091
12 H 1.819 0.790 -1.346  C1 1.056
13 H 1.498 -1.458 0.135  C2 1.129

The calculation puts the HOMO energy at -3.77 eV. As for the charge: -1. The LUMO energy comes out at 3.86 eV. The spin multiplicity is 1. For the frontier orbital gap, the calculation gives 7.63 eV.

Atomic partial charges in e from the Mulliken method, atoms 1 to 6: atom 1 (C): -0.89, atom 2 (C): -0.42, atom 3 (N): -0.69, atom 4 (N): -0.21, atom 5 (N): 1.19, atom 6 (O): -0.70

***

Least stable = arrangement x

***

Arrangement w

The following is a DFT calculation (the ωB97M-V functional and the def2-TZVPD basis) of an isolated molecule of C5H9NO2.

Last columns: bonded neighbours and bond lengths (Å).
CARTESIAN COORDINATES (ANGSTROEM)
1 C 1.627 0.193 1.094  C2 1.517, H9 1.095, H10 1.096, H11 1.095
2 C 0.837 -0.078 -0.172  C1 1.517, O3 1.435, O4 1.449, C7 1.512
3 O 1.575 0.383 -1.313  C2 1.435, H12 0.972
4 O 0.523 -1.489 -0.287  C2 1.449, C5 1.442
5 C -0.898 -1.255 -0.214  O4 1.442, C6 1.498, C7 1.488, H13 1.082
6 C -1.519 -0.377 -1.256  C5 1.498, C7 1.505, H14 1.083, H15 1.083
7 C -0.647 0.211 -0.179  C2 1.512, C5 1.488, C6 1.505, N8 1.475
8 N -1.298 1.102 0.800  C7 1.475, H16 1.019, H17 1.020
9 H 1.141 -0.231 1.979  C1 1.095
10 H 2.629 -0.245 1.028  C1 1.096
11 H 1.747 1.270 1.255  C1 1.095
12 H 1.639 -0.430 -1.842  O3 0.972
13 H -1.494 -1.702 0.571  C5 1.082
14 H -1.123 -0.416 -2.264  C6 1.083
15 H -2.588 -0.211 -1.207  C6 1.083
16 H -0.712 1.252 1.621  N8 1.019
17 H -1.438 2.024 0.387  N8 1.020

The calculation puts the HOMO energy at -8.95 eV. Its SMILES is C[C@@]1(O)O[C@@H]2C[C@@]21N. As for the charge: 0. The LUMO energy comes out at 0.96 eV. The spin multiplicity is 1. For the frontier orbital gap, the calculation gives 9.92 eV.

Atomic partial charges in e from the Mulliken method, atoms 1 to 6: atom 1 (C): -1.61, atom 2 (C): 1.24, atom 3 (O): -0.55, atom 4 (O): -0.48, atom 5 (C): -0.20, atom 6 (C): -0.81

***

Arrangement x

The following is a DFT calculation (the ωB97M-V functional and the def2-TZVPD basis) of an isolated molecule of C5H9NO2.

Last columns: bonded neighbours and bond lengths (Å).
CARTESIAN COORDINATES (ANGSTROEM)
1 C -0.089 -0.585 -2.575  C2 1.396, H9 1.120, H10 1.087
2 C 0.433 -0.511 -1.283  C1 1.396, N3 1.350, C4 1.591
3 N 1.703 -0.720 -0.874  C2 1.350, H11 1.043, H12 1.021
4 C -0.633 -0.640 -0.109  C2 1.591, C5 1.553, H13 1.134, H14 1.120
5 C -0.974 0.549 0.829  C4 1.553, C6 1.483, H15 1.192, H16 1.125
6 C -0.020 0.900 1.910  C5 1.483, O7 1.248, O8 1.320
7 O 1.219 0.830 1.785  C6 1.248
8 O -0.558 1.315 3.042  C6 1.320, H17 1.088
9 H 0.689 -0.573 -3.381  C1 1.120
10 H -1.170 -0.633 -2.681  C1 1.087
11 H 2.008 -0.563 0.111  N3 1.043
12 H 2.376 -0.287 -1.507  N3 1.021
13 H -0.420 -1.539 0.550  C4 1.134
14 H -1.583 -0.908 -0.638  C4 1.120
15 H -1.236 1.381 0.018  C5 1.192
16 H -1.983 0.202 1.187  C5 1.125
17 H 0.237 1.784 3.617  O8 1.088

The calculation puts the HOMO energy at -7.89 eV. Its SMILES is C=C(N)CCC(=O)O. As for the charge: 0. The LUMO energy comes out at 0.52 eV. The spin multiplicity is 1. For the frontier orbital gap, the calculation gives 8.41 eV.

Atomic partial charges in e from the Mulliken method, atoms 1 to 6: atom 1 (C): -0.95, atom 2 (C): 0.71, atom 3 (N): -0.53, atom 4 (C): -1.11, atom 5 (C): -0.22, atom 6 (C): 0.60

***

Least stable = arrangement w